(1)
12
Properties=species:S:1:pos:R:3:forces:R:3 method="wB97M-V/def2-TZVPD" homo_energy_ev=-10.548 mol_weight_g_mol=116.072 de_lowest_kj_mol=311.8 smiles="O=C[C@@H]1O[C@@H]1C(=O)O" orbital_gap_ev=10.71
C 1.4384 -0.2139 -0.2205 5.395 -2.758 3.798
C 0.5834 1.0101 -0.1073 -0.247 -2.192 -2.510
C -0.7541 0.7678 0.2831 -3.448 -0.700 1.807
C -1.2020 -0.6641 0.6413 -0.433 -0.389 1.084
H 0.1241 -1.1662 -1.4224 2.589 0.098 1.540
H 1.0222 1.9437 -0.0575 0.902 1.630 0.284
H -1.3712 1.5363 0.8196 0.743 -0.572 -0.370
H -1.3919 -0.9674 1.7054 0.253 0.798 -0.324
O 1.0591 -1.2780 -0.9393 -1.986 1.519 -1.278
O 2.4961 -0.3891 0.5537 -5.312 1.737 -3.933
O -0.6048 0.9336 -1.0744 1.725 0.589 0.319
O -1.3993 -1.5128 -0.1817 -0.179 0.241 -0.416


(2)
14
Properties=species:S:1:pos:R:3:forces:R:3 method="wB97M-V/def2-TZVPD" total_charge=-1 homo_energy_ev="-1.447 / -1.450" mol_weight_g_mol=217.539 de_lowest_kj_mol=208.0 orbital_gap_ev="3.16 / 3.16"
O -1.1569 1.7105 -0.6526 -2.206 -1.864 -0.347
C 0.0004 1.5132 -0.0281 3.114 -1.584 -4.816
O 0.8392 2.4361 -0.0570 -0.593 0.839 2.052
O 0.3435 0.2625 -0.0603 1.010 0.024 2.787
C -1.6954 0.2373 -1.1976 -2.056 1.708 0.831
H -2.7634 0.4637 -1.0006 0.203 -0.019 -0.091
C -1.5839 0.1795 -2.7158 0.589 0.088 -0.089
H -1.3668 1.1586 -3.1936 -0.080 -0.272 0.215
H -0.8124 -0.5345 -3.0525 -0.025 0.329 -0.026
H -2.5390 -0.1865 -3.1289 0.119 0.038 0.100
C 3.7831 -1.7789 4.6936 -0.382 0.048 0.189
O 2.8774 -2.3951 4.3114 0.233 0.014 -0.081
O 4.6610 -1.1575 5.1226 0.129 -0.055 -0.129
Rb -0.5867 -1.9089 0.9593 -0.056 0.707 -0.595